1.
20
Properties=species:S:1:pos:R:3 method="wB97M-V/def2-TZVPD" orbital_gap_ev="9.11 / 6.16" charge=+1 e_lumo_ev="-4.39 / -5.98"
C -0.589 -2.645 -2.543
C 1.153 -0.337 1.263
C -0.208 0.063 0.818
C -0.384 0.238 -0.691
N -1.213 -1.699 -3.291
N -0.240 -2.132 -1.382
N -1.199 -0.605 -2.616
N -0.618 -0.862 -1.525
N -1.374 1.335 -0.998
O -0.600 1.275 1.420
H -0.522 -3.643 -2.931
H 1.942 0.467 0.623
H 1.494 -1.264 0.814
H 1.612 -0.336 2.194
H -0.726 -0.803 1.200
H 2.397 0.906 -0.158
H -2.309 1.210 -0.726
H -1.335 1.551 -1.992
H -1.088 2.114 -0.472
H -0.664 1.396 2.441


2.
65
Properties=species:S:1:pos:R:3 method="wB97M-V/def2-TZVPD" orbital_gap_ev="4.26 / 7.17" charge=+1 e_lumo_ev="-3.77 / -3.96" multiplicity=5 s2=6.07
Cr 0.091 -0.335 0.365
Se -2.183 7.009 0.682
N -0.613 6.217 0.508
C -0.811 4.924 0.577
C 0.244 3.939 0.465
C 1.564 4.286 0.272
C 2.519 3.273 0.135
C 2.117 1.959 0.224
N 0.850 1.575 0.447
C -0.116 2.562 0.549
C -1.457 2.159 0.699
N -1.727 0.808 0.686
C -2.981 0.414 0.937
C -4.028 1.276 1.168
C -3.792 2.654 1.099
C -2.513 3.107 0.858
C -2.178 4.512 0.768
N -3.056 5.481 0.845
H 1.824 5.335 0.230
H 3.559 3.501 -0.046
H 2.844 1.170 0.114
H -3.157 -0.655 0.956
H -5.011 0.890 1.394
H -4.588 3.371 1.251
Cl -0.232 -0.452 2.819
C 0.454 -1.745 3.884
Cl 0.880 -3.237 3.063
H -0.309 -1.972 4.620
H 1.342 -1.346 4.361
F 5.818 -2.516 1.290
C 4.585 -2.045 1.059
C 4.037 -1.121 1.929
C 2.755 -0.658 1.681
C 1.979 -1.096 0.596
C 2.599 -2.014 -0.256
C 3.890 -2.481 -0.049
H 4.608 -0.766 2.777
H 2.360 0.090 2.360
H 2.078 -2.395 -1.124
H 4.358 -3.174 -0.737
N 1.051 0.237 -6.996
C 0.865 0.162 -5.866
C 0.626 0.056 -4.465
C 0.558 -1.189 -3.837
C 0.326 -1.241 -2.485
N 0.172 -0.162 -1.696
C 0.192 1.028 -2.322
C 0.423 1.182 -3.670
H 0.680 -2.099 -4.406
H 0.258 -2.202 -2.000
H -0.002 1.903 -1.719
H 0.447 2.170 -4.107
C -2.331 -3.164 1.629
As -1.178 -2.507 0.192
C -2.553 -2.197 -1.184
C -0.576 -4.280 -0.388
H -3.150 -3.715 1.169
H -2.737 -2.360 2.240
H -1.776 -3.845 2.269
H -2.409 -2.866 -2.032
H -2.504 -1.171 -1.546
H -3.544 -2.371 -0.771
H -1.459 -4.834 -0.701
H -0.115 -4.801 0.449
H 0.135 -4.245 -1.211


3.
13
Properties=species:S:1:pos:R:3 method="wB97M-V/def2-TZVPD" orbital_gap_ev=9.33 charge=0 e_lumo_ev=0.32
O 0.713 1.043 0.158
C 2.143 -0.007 0.181
C 1.325 -1.182 0.248
C 0.218 -0.459 0.293
C -1.264 -0.501 0.288
C -1.855 0.063 -0.996
O -2.744 0.876 -1.034
H 0.661 1.566 0.977
H 2.731 0.284 1.053
H 2.683 0.219 -0.736
H -1.719 0.024 1.141
H -1.482 -1.572 0.352
H -1.410 -0.354 -1.924


4.
15
Properties=species:S:1:pos:R:3 method="wB97M-V/def2-TZVPD" orbital_gap_ev=10.16 charge=+1 e_lumo_ev=-5.09
C -1.404 1.515 -1.113
O -1.724 0.228 -0.267
H -0.824 2.268 -0.559
H -0.725 1.215 -1.970
H -2.318 1.949 -1.359
H -2.678 0.397 0.022
C 1.281 -1.398 -0.375
C 1.169 -0.328 1.793
N 0.597 -0.483 0.664
H 2.231 -1.790 0.038
H 1.372 -0.757 -1.447
H 0.569 -2.329 -0.565
H 1.545 -1.268 2.289
H 1.109 0.613 2.420
H -0.201 0.170 0.428


Number 1: calculated total energy -13793.9981 eV. Number 2: calculated total energy -220744.8152 eV. Number 3: calculated total energy -9371.7687 eV. Number 4: calculated total energy -6801.3784 eV.